{"formula": "C10H8N3RuS6", "method": "the ωB97M-V functional and the def2-TZVPD basis", "lumo_energy_ev": [0.33, -1.95], "e_homo_ev": [-7.420, -8.138], "s2": 8.7816, "relative_energy_kj_mol": 22.3, "multiplicity": 6, "energy_ev": -82563.3944, "symbols": ["Ru", "S", "C", "N", "C", "C", "C", "C", "C", "C", "S", "H", "H", "H", "H", "S", "S", "S", "S", "N", "C", "C", "C", "N", "H", "H", "H", "H"], "positions_angstrom": [[0.97620, -1.98903, 0.71451], [-1.44120, -2.56572, 0.86069], [-1.56592, -0.84234, 0.94067], [-0.46289, -0.14719, 0.88626], [-0.70262, 1.21520, 0.97336], [0.27142, 2.20941, 0.95581], [-0.13398, 3.52523, 1.05085], [-1.48871, 3.85608, 1.16362], [-2.46123, 2.87365, 1.18539], [-2.05528, 1.54770, 1.08944], [-3.02051, 0.09678, 1.09999], [1.31546, 1.93687, 0.87531], [0.60659, 4.31364, 1.04138], [-1.78034, 4.89452, 1.23882], [-3.50661, 3.13441, 1.27947], [3.13124, -1.13738, 0.45935], [3.95173, -0.36018, 2.04766], [2.24306, -1.24445, 4.01665], [0.96456, -2.36865, 3.06235], [-0.35011, -2.28285, -2.02364], [-0.22866, -2.21812, -3.35021], [1.10460, -1.98635, -3.63002], [1.72265, -1.92535, -2.38263], [0.83127, -2.11052, -1.40799], [-1.15503, -2.44572, -1.41819], [-1.08383, -2.34480, -3.99088], [1.55964, -1.87837, -4.59714], [2.75851, -1.75646, -2.14090]], "forces_ev_per_angstrom": [[0.1, 0.1, -0.1], [-0.1, 0.0, 0.0], [0.1, -0.2, 0.0], [0.0, 0.0, 0.0], [0.1, -0.1, 0.0], [0.0, 0.0, 0.0], [0.0, 0.0, 0.0], [0.0, 0.0, 0.0], [0.0, 0.0, 0.0], [0.0, 0.1, 0.0], [0.0, 0.0, 0.0], [0.0, 0.0, 0.0], [0.0, 0.0, 0.0], [0.0, 0.0, 0.0], [0.0, 0.0, 0.0], [-0.1, -0.1, 0.0], [0.0, 0.0, 0.1], [0.0, 0.0, -0.1], [0.0, -0.1, 0.1], [0.1, 0.0, 0.2], [0.0, 0.0, 0.0], [-0.1, 0.0, 0.0], [0.0, 0.0, 0.1], [0.0, 0.1, -0.1], [0.0, 0.0, -0.1], [0.0, 0.0, 0.0], [0.0, 0.0, 0.0], [0.0, 0.0, 0.0]]}

***

{"formula": "C40H88N4O6", "method": "the ωB97M-V functional and the def2-TZVPD basis", "lumo_energy_ev": 0.52, "e_homo_ev": -8.165, "smiles": "CC1(C)CCCC(C)(C)N1O.CC1(C)CCCC(C)(C)N1O.CC1(C)CCCC(C)(C)N1O.CC1(C)CCCC(C)(C)N1O.CCO.CCO", "relative_energy_kj_mol": 158.2, "energy_ev": -61146.2037, "symbols": ["C", "C", "O", "H", "H", "H", "H", "H", "H", "C", "C", "O", "H", "H", "H", "H", "H", "H", "C", "C", "C", "C", "C", "C", "N", "O", "C", "C", "C", "H", "H", "H", "H", "H", "H", "H", "H", "H", "H", "H", "H", "H", "H", "H", "H", "H", "H", "H", "C", "C", "C", "C", "C", "C", "N", "O", "C", "C", "C", "H", "H", "H", "H", "H", "H", "H", "H", "H", "H", "H", "H", "H", "H", "H", "H", "H", "H", "H", "C", "C", "C", "C", "C", "C", "N", "O", "C", "C", "C", "H", "H", "H", "H", "H", "H", "H", "H", "H", "H", "H", "H", "H", "H", "H", "H", "H", "H", "H", "C", "C", "C", "C", "C", "C", "N", "O", "C", "C", "C", "H", "H", "H", "H", "H", "H", "H", "H", "H", "H", "H", "H", "H", "H", "H", "H", "H", "H", "H"], "positions_angstrom": [[-0.05272, -0.07159, -0.40350], [-0.28847, 0.19498, -1.88691], [0.03960, 1.56187, -2.21839], [-0.17288, -1.15974, -0.29154], [-0.86449, 0.38232, 0.16067], [0.97795, 0.04283, -0.07849], [-1.30997, 0.05569, -2.25056], [0.29219, -0.53954, -2.45087], [-0.18124, 2.04376, -1.41356], [-4.29358, 1.29616, -3.02574], [-5.20752, 0.06922, -2.95305], [-4.94192, -0.77746, -1.84392], [-3.37436, 1.04921, -3.55600], [-4.07357, 1.65730, -2.01929], [-4.78497, 2.10638, -3.56482], [-4.91862, -0.56928, -3.79764], [-6.24301, 0.40891, -3.03702], [-4.82131, -1.68145, -2.12676], [-0.96154, 3.78952, 2.85357], [-1.98904, 4.13625, 1.74487], [-3.27550, 4.62388, 2.41778], [-3.18427, 5.99661, 3.06736], [-2.75332, 7.01377, 1.99842], [-1.41531, 6.61103, 1.35697], [-1.57396, 5.23929, 0.87158], [-0.43555, 4.84881, 0.06875], [-1.21511, 7.58768, 0.17604], [-0.25181, 6.78531, 2.35596], [-2.34346, 2.88338, 0.96026], [-1.04238, 2.74803, 3.17426], [-0.92179, 4.39146, 3.75819], [0.02882, 3.86372, 2.39446], [-4.11280, 4.74262, 1.72391], [-3.55660, 3.90628, 3.19471], [-2.41877, 6.09671, 3.83986], [-4.14945, 6.25334, 3.50437], [-2.67531, 7.96620, 2.53278], [-3.53381, 7.17035, 1.24991], [-2.04475, 7.38173, -0.50681], [-1.33613, 8.60440, 0.54148], [-0.29618, 7.43213, -0.38404], [0.07795, 7.82121, 2.41629], [-0.48800, 6.46893, 3.37365], [0.56699, 6.10958, 2.10003], [-1.43223, 2.53051, 0.46146], [-3.03056, 3.02657, 0.12368], [-2.68428, 2.02379, 1.53477], [-0.89110, 4.75080, -0.77524], [5.13074, 4.41099, 4.02439], [5.23307, 2.88019, 3.97644], [4.26001, 2.30587, 5.03641], [2.80285, 2.18003, 4.57390], [2.76555, 1.41473, 3.26729], [3.62263, 2.12856, 2.18955], [4.95116, 2.21895, 2.70467], [5.92086, 2.57044, 1.72787], [3.54198, 1.21694, 0.94525], [2.90129, 3.45501, 1.78219], [6.65990, 2.48819, 4.45373], [4.22878, 4.79526, 3.55233], [5.87856, 4.95051, 3.43060], [5.25733, 4.73982, 5.05321], [4.62706, 1.40944, 5.54813], [4.27495, 3.00396, 5.88205], [2.52001, 3.22839, 4.46407], [2.24223, 1.73439, 5.39650], [1.73966, 1.39532, 2.88940], [3.13155, 0.38782, 3.31929], [4.28416, 0.41691, 0.94191], [2.56302, 0.74099, 0.89372], [3.65398, 1.81253, 0.03866], [3.49761, 4.14252, 1.17113], [2.06016, 3.26178, 1.11197], [2.59400, 4.06872, 2.62503], [6.76009, 1.41306, 4.57028], [6.92042, 2.96840, 5.39616], [7.26034, 2.96385, 3.67501], [6.40304, 1.74285, 1.62940], [-2.67543, -2.52984, -6.81634], [-2.10992, -3.30922, -5.63686], [-2.06354, -2.30476, -4.45163], [-1.69361, -3.09646, -3.16556], [-2.70812, -4.22468, -2.91583], [-2.84921, -5.18517, -4.08234], [-3.06437, -4.36480, -5.29371], [-3.43914, -5.15313, -6.40356], [-1.64060, -6.12928, -4.15227], [-4.09569, -6.02674, -3.83794], [-0.70615, -3.78117, -6.02003], [-2.62050, -3.08319, -7.75590], [-2.06790, -1.63123, -6.93798], [-3.71837, -2.24994, -6.66295], [-1.20566, -1.64807, -4.58815], [-3.04815, -1.85752, -4.33430], [-1.69606, -2.44550, -2.28197], [-0.65091, -3.42366, -3.15623], [-3.64403, -3.72317, -2.65386], [-2.46177, -4.87065, -2.06739], [-1.47623, -6.58978, -3.17335], [-1.77663, -6.92702, -4.88636], [-0.66632, -5.72691, -4.41887], [-3.95758, -6.68043, -2.97549], [-5.03876, -5.47942, -3.84034], [-4.24028, -6.75539, -4.64496], [-0.07224, -4.00156, -5.17008], [-0.19533, -3.14234, -6.74564], [-0.86057, -4.65006, -6.67256], [-4.38551, -5.26530, -6.27386], [0.71069, -5.47549, 2.42913], [0.36290, -4.11189, 1.76286], [0.96303, -2.97500, 2.56504], [2.47879, -2.97651, 2.38751], [2.92585, -2.86209, 0.94222], [2.22112, -3.82832, -0.04160], [0.79363, -3.95917, 0.36050], [0.07288, -4.73977, -0.56854], [2.22404, -3.15884, -1.38317], [2.88756, -5.20243, -0.00907], [-1.15779, -4.03824, 1.78818], [1.75125, -5.78076, 2.51714], [0.22144, -5.60632, 3.39484], [0.25799, -6.21189, 1.75463], [0.50759, -2.02892, 2.25340], [0.66802, -3.08628, 3.61115], [2.72889, -2.10967, 3.01379], [3.00712, -3.80561, 2.85980], [3.98100, -3.15157, 0.98350], [2.94702, -1.82450, 0.60407], [1.48832, -2.35296, -1.44482], [1.80614, -3.80517, -2.16992], [3.18806, -2.84460, -1.78205], [2.14091, -5.97323, -0.22749], [3.35096, -5.44339, 0.94514], [3.58717, -5.39764, -0.82792], [-1.53556, -3.92517, 2.80130], [-1.51889, -3.20899, 1.16722], [-1.59247, -4.90939, 1.29178], [-0.76793, -4.26966, -0.60467]], "forces_ev_per_angstrom": [[-1.0, -1.7, -0.9], [0.3, 0.5, 0.0], [0.2, -0.6, 0.1], [-0.3, 0.0, 0.2], [0.5, 0.3, 0.5], [-0.2, 0.8, 0.0], [-0.3, -0.3, 0.6], [0.5, 0.6, -0.3], [0.1, 0.2, -0.2], [-0.1, -0.2, 0.4], [1.0, -0.5, -1.2], [-0.2, 0.8, 1.0], [0.2, 0.1, 0.2], [0.1, 0.0, 0.0], [0.0, 0.0, -0.1], [-0.7, 0.5, -0.5], [-0.1, -0.5, 0.3], [-0.1, -0.1, -0.2], [0.9, -0.6, -0.7], [-0.8, 0.8, 1.5], [-0.5, 0.4, 0.9], [0.6, 0.4, -0.7], [-0.5, 0.0, 1.0], [0.2, 0.7, 0.5], [-0.3, -0.4, -1.1], [-0.6, 0.1, 0.4], [-0.7, -1.0, -0.1], [0.1, -0.6, 0.3], [1.2, -0.4, -1.3], [-0.3, 0.0, 0.0], [-0.4, 0.3, -0.2], [0.1, -0.1, 0.1], [0.2, -0.5, -0.3], [-0.1, -0.2, -0.2], [-0.2, -0.5, 0.3], [0.0, 0.1, 0.0], [0.4, 0.2, -0.3], [0.1, -0.3, -0.2], [0.1, 0.2, -0.1], [0.3, 0.1, 0.0], [0.2, 0.2, 0.3], [0.1, 0.0, -0.2], [-0.3, 0.2, 0.0], [0.2, 0.4, -0.4], [0.1, 0.0, 0.2], [-0.3, 0.4, 0.3], [-0.2, 0.4, 0.4], [0.4, 0.0, -0.2], [0.3, 0.5, -1.0], [-0.1, -0.6, 1.5], [-0.2, 0.3, 0.9], [1.5, 0.0, 0.5], [-0.3, 0.8, -0.3], [-1.9, 0.1, -0.7], [1.1, -0.6, 0.7], [-0.3, 0.2, -0.2], [0.4, 0.3, -0.2], [0.5, 0.4, -0.4], [-0.6, 1.0, -0.9], [-0.4, -0.1, 0.6], [0.4, -0.5, 0.1], [-0.3, 0.1, 0.0], [0.1, -0.4, -0.8], [0.0, 0.2, -0.1], [-0.7, -0.2, -0.3], [-0.3, 0.0, -0.2], [0.0, -0.1, -0.1], [0.0, 0.0, 0.4], [0.1, 0.1, 0.1], [0.0, 0.1, 0.1], [0.2, -0.1, -0.1], [0.5, -0.4, 0.1], [-0.3, -0.2, 0.4], [-0.3, -0.2, 0.1], [0.2, -0.1, -0.3], [-0.2, 0.0, 0.1], [0.7, -0.7, 0.2], [0.1, 0.1, -0.1], [0.0, 0.1, -0.5], [-0.2, 0.9, -0.3], [1.0, -2.2, 0.9], [-0.4, 0.2, 0.6], [0.7, 0.4, 0.3], [0.0, 0.3, -0.7], [-0.7, 0.5, 1.2], [0.6, -0.3, -0.2], [0.5, -0.7, 0.1], [-0.1, -1.1, -0.9], [-0.3, -0.6, -1.1], [0.0, -0.1, 0.1], [-0.1, 0.1, 0.0], [0.0, 0.0, 0.1], [-0.5, 0.6, -0.4], [0.2, 0.5, -0.1], [-0.3, 0.2, -0.1], [-0.1, -0.4, -0.5], [-0.3, -0.3, -0.3], [0.2, 0.3, 0.2], [-0.2, -0.1, 0.0], [-0.4, 0.0, 0.1], [-0.3, 0.6, 0.1], [-0.2, 0.4, 0.3], [0.2, 0.4, 0.6], [0.3, 0.1, -0.1], [0.2, -0.1, -0.1], [0.0, 0.6, 0.6], [0.2, -0.4, 0.6], [0.0, 0.1, -0.2], [-0.5, -0.6, -1.0], [0.0, -1.0, 0.3], [0.0, -0.6, -0.4], [-0.6, 1.1, 1.0], [0.7, -0.2, 0.5], [-0.6, 0.1, 1.1], [0.3, 1.8, 0.5], [0.1, -0.5, 0.3], [-0.9, -0.5, -2.1], [-0.2, -0.9, -0.9], [-0.3, 0.2, -0.9], [0.1, 0.5, 0.0], [0.0, 0.2, 0.1], [0.1, -0.2, 0.2], [0.3, 0.1, -0.3], [0.2, -0.2, 0.1], [0.9, 0.1, -0.5], [-0.5, -0.3, 0.1], [0.1, 0.1, -0.5], [-0.5, 0.0, -0.1], [0.4, 0.4, 0.5], [0.3, -0.4, 0.3], [0.2, 0.1, 0.5], [-0.2, 0.1, 0.3], [0.1, 0.1, 0.0], [0.4, 0.6, 0.2], [-0.1, -0.1, 0.0], [0.1, 0.3, 0.3], [0.0, -0.2, 0.5], [0.0, 0.0, -0.4]]}

***

{"formula": "C5H6N2O", "method": "the ωB97M-V functional and the def2-TZVPD basis", "lumo_energy_ev": 0.32, "e_homo_ev": -7.780, "smiles": "C=Nn1cccc1O", "relative_energy_kj_mol": 251.8, "energy_ev": -10306.9935, "symbols": ["C", "C", "C", "C", "C", "H", "H", "H", "H", "H", "H", "N", "N", "O"], "positions_angstrom": [[-0.89879, 1.06050, -0.02007], [-2.02710, 0.24531, -0.01123], [-1.63096, -1.12277, -0.11177], [-0.27874, -1.12794, 0.06039], [2.47111, -0.21498, 0.02920], [0.44032, 2.31642, 0.09097], [-3.09113, 0.55534, 0.23205], [-2.27458, -2.04284, -0.13629], [0.41076, -1.89666, -0.27444], [3.44063, 0.31675, -0.15290], [2.30681, -1.25723, 0.46458], [0.23294, 0.21490, 0.00668], [1.50026, 0.65369, -0.16147], [-0.60153, 2.29951, -0.01569]], "forces_ev_per_angstrom": [[0.6, -4.3, 0.0], [-1.9, 1.6, 0.3], [0.4, -0.2, 1.3], [1.5, -0.2, -1.8], [-1.0, 2.1, 0.1], [-2.6, 0.3, -0.5], [1.7, -0.1, -0.8], [0.8, 1.3, -0.1], [-0.2, -0.1, 0.5], [-0.7, -1.3, 0.4], [0.5, 1.6, -0.9], [-2.6, -2.1, 0.2], [1.0, -2.0, 0.6], [2.4, 3.5, 0.6]]}